Formula: C3H10N2
Source: the OMol25 dataset
Level of theory: ωB97M-V/def2-TZVPD

Geometry as XYZ:
```
15
Properties=species:S:1:pos:R:3:mulliken_charge:R:1
H 2.5569 0.5387 0.0284 0.37
H -1.1279 -1.7051 0.4919 0.33
C -0.2216 -1.4316 -0.0528 -1.42
H 0.8783 -0.2877 1.4236 0.29
C -0.4773 1.0834 0.4242 -0.85
N -1.8195 1.0813 -0.0550 -0.51
H 1.9076 -0.3264 -1.2836 0.32
H -1.9565 0.7087 -0.9841 0.21
H 0.4915 -2.2538 0.0429 0.39
H -2.5217 0.7053 0.5786 0.18
C 0.3395 -0.1336 0.4842 0.39
H -0.3763 1.7140 1.3081 0.26
H -0.4962 -1.3255 -1.1050 0.33
H 1.0832 1.2515 -0.7367 0.51
N 1.7399 0.3809 -0.5646 -0.79
```

Calculated values
HOMO energy   -6.09 eV
Kohn-Sham gap   6.9669 eV
Electronic energy   -6249.974 eV
ΔE to the lowest compared entry with this formula, charge and spin   3.454 eV



Formula: C22H20IrN4O5S
Source: the OMol25 dataset
Level of theory: ωB97M-V/def2-TZVPD

Geometry as XYZ:
```
53
Properties=species:S:1:pos:R:3:mulliken_charge:R:1
C 1.5418 -5.5602 -2.1339 -0.37
C 2.3008 0.1771 1.4515 0.83
H -3.1514 3.1876 -2.1681 0.47
H -4.2647 1.6229 -3.7539 0.44
C -1.5251 2.4049 4.2586 -0.79
H -1.1520 -3.8993 -3.3590 0.48
C -2.8477 1.7978 2.3283 -0.53
H -3.1934 2.0177 1.3200 0.31
H -1.2751 2.3305 -0.7505 0.84
H -3.3609 -0.7168 -3.9667 0.55
O 0.4766 -1.3073 1.0778 -0.81
C 1.4718 -3.3329 -1.2426 -0.06
H 0.3263 1.8411 3.2277 0.23
C -0.5734 1.3810 3.6373 -0.48
H 4.4005 2.7290 -0.4971 0.57
C 3.4032 0.7040 2.0736 -0.73
H 5.0396 2.0811 1.8415 0.48
C -2.8290 2.1597 -2.2553 -0.90
H -0.3044 0.5689 4.3079 0.51
C -1.7718 1.6981 -1.4734 -0.17
H 2.9900 -4.7456 -0.7594 0.45
H -3.1507 3.6142 3.4672 0.42
C 3.8224 2.0173 0.0762 -0.68
H 1.8875 -2.5558 -0.6180 0.40
C 2.1458 1.6799 -1.8678 0.10
C -1.8874 -0.3910 -2.4703 0.30
O 1.1210 0.8662 -2.1426 -0.73
H 3.6631 0.3827 3.0730 0.61
H -3.6230 1.2595 2.8766 0.44
H 2.0325 -6.5235 -2.1944 0.45
C 0.3662 -5.3245 -2.8654 -0.68
N -1.3404 -1.6315 -2.5985 -0.62
H -2.1876 1.9225 4.9781 0.34
S -1.4368 0.6543 2.1980 0.27
N -0.3380 -1.8396 -1.8833 0.83
O 2.6170 2.5036 -2.5893 -0.57
C -2.9548 -0.0062 -3.2599 -0.49
C -2.3279 2.9969 3.1078 -0.56
C 4.1669 1.6446 1.3733 -0.37
C 0.2858 -3.0952 -1.9655 0.83
Ir 0.4032 -0.2905 -0.6586 0.74
O 1.3238 -1.1364 3.1596 -0.55
C 1.3242 -0.8398 2.0017 0.09
H -0.0376 -6.1027 -3.4983 0.43
C -3.4368 1.2886 -3.1431 -0.33
N -1.3395 0.4532 -1.5645 0.03
O -0.6501 1.1703 0.9580 -0.51
H -1.6931 3.6194 2.4744 0.23
C -0.2600 -4.1123 -2.7879 -0.29
C 2.0896 -4.5524 -1.3256 -0.85
H -0.9636 3.1730 4.7884 0.36
N 1.9758 0.5716 0.2169 0.36
C 2.7012 1.4444 -0.4809 0.66
```

Calculated values
HOMO energy (alpha / beta)   -14.28 / -14.33 eV
Kohn-Sham gap (alpha / beta)   5.8871 / 3.4374 eV
Electronic energy   -52992.376 eV
Spin multiplicity   2
Net charge   +2
ΔE to the lowest compared entry with this formula, charge and spin   3.379 eV
<S²>   0.829



Number 2 is which compound?
C22H20IrN4O5S



Among the records above, which one has the lowest ΔE to the lowest compared entry with this formula, charge and spin?
C22H20IrN4O5S



Which of these has the lowest electronic energy?
C22H20IrN4O5S



Among the records above, which one has the lowest electronic energy?
C22H20IrN4O5S